Density functional theory data (wB97M-V/def2-TZVPD) for a 2-piece molecular cluster, C19H18F3NO5S3 overall.

Its LUMO energy is -1.41 eV. As for the total energy: -2659.79555 Eh. For the molecular weight, the calculation gives 493.550 g/mol. Its max |F| is 3.22 eV/A.

```
49
C19H18F3NO5S3 (wB97M-V/def2-TZVPD)
S -2.478 -2.367 -0.189
S -3.655 -7.211 1.527
S 0.478 -2.948 1.207
F 0.541 -4.676 3.108
F 0.845 -2.585 3.809
F -1.164 -3.262 3.240
O -3.944 -6.654 2.831
O -4.433 -6.753 0.401
O -0.472 -0.838 -1.464
O 4.633 0.848 2.109
O -0.172 -8.519 1.426
N -2.092 -7.238 1.168
C 2.218 0.477 2.316
C 0.167 -3.375 2.916
C -0.131 -0.957 -0.293
C -0.843 -1.885 0.690
C -4.625 -11.183 1.779
C 2.293 -0.365 -0.369
C -3.699 -8.990 1.627
C 4.602 1.524 3.381
C -4.822 -9.793 1.778
C -1.400 -8.402 1.381
C -2.422 -9.494 1.514
C -2.217 -10.878 1.489
C -3.329 -11.724 1.614
C 3.469 -0.049 0.283
C 3.434 0.453 1.598
C 1.053 0.122 1.667
C 1.071 -0.296 0.321
C -3.216 -0.676 -0.282
C -3.514 -2.976 1.132
H -5.797 -9.326 1.893
H -4.244 -0.799 -0.653
H 2.341 -0.747 -1.383
H -1.200 -11.250 1.344
H 0.126 0.128 2.236
H 2.213 0.713 3.386
H -2.867 -3.297 1.951
H -3.205 -12.808 1.580
H -3.238 -0.179 0.701
H 4.408 0.793 4.178
H 4.450 -0.176 -0.169
H 3.842 2.319 3.392
H 5.605 1.945 3.470
H -5.481 -11.848 1.896
H -4.067 -3.831 0.738
H -2.644 -0.084 -0.999
H -4.209 -2.193 1.445
H -1.206 -1.356 1.581
```

=====

Density functional theory data (wB97M-V/def2-TZVPD) for C19H18F6N6O19S6Y as an isolated structure.

Its LUMO energy is -5.04 eV. Its charge is -1. As for the total energy: -5518.61389 Eh. For the molecular weight, the calculation gives 1029.672 g/mol. Its max |F| is 8.45 eV/A.

```
75
C19H18F6N6O19S6Y (wB97M-V/def2-TZVPD)
Y -1.083 -2.191 0.323
S -5.657 -0.231 3.163
S 2.059 -6.969 -0.718
S -5.308 -7.457 -1.274
S 1.255 -7.410 1.382
S -4.591 -8.889 -3.040
S -4.154 -0.571 4.917
F -5.967 -7.782 0.194
F 1.614 -6.088 -1.972
F 0.764 -6.498 2.608
F -3.376 -9.921 -2.959
F -5.420 0.353 1.653
F -2.698 -1.319 5.143
O -6.505 -7.120 -2.112
O 1.672 -8.280 -1.193
O -6.641 -1.280 2.949
O -6.168 1.021 3.760
O -0.545 5.285 -1.271
O 3.479 -6.661 -0.618
O 4.288 -0.384 5.230
O 2.572 -7.778 1.924
O 0.219 -8.417 1.365
O -5.575 -9.732 -3.725
O -4.319 -6.451 -0.880
O -1.198 3.804 0.239
O -3.733 0.759 5.277
O -3.329 -1.464 -3.944
O 5.029 0.822 -3.232
O 3.274 -0.299 -3.766
O -3.912 -7.767 -3.667
O 2.992 0.631 3.812
O -5.120 -1.279 5.726
N -1.183 4.962 -0.264
N 0.996 -6.211 0.426
N -4.051 -0.775 3.336
N -4.554 -9.051 -1.397
N 3.801 0.659 4.770
N 4.184 0.492 -4.023
C 5.297 3.215 7.161
C 4.500 2.116 6.710
C 5.292 1.869 -5.668
C 5.470 4.281 6.334
C -3.344 6.803 2.306
C -3.328 8.113 1.864
C 4.226 1.992 5.319
C 3.387 0.596 -6.390
C -4.085 -1.147 -5.078
C 4.293 1.009 -5.401
C 3.599 1.116 -7.654
C -1.910 6.019 0.453
C 4.485 3.084 4.483
C 5.491 2.411 -6.949
C 4.706 1.938 -7.925
C -2.560 8.358 0.650
C -2.624 5.785 1.620
C 5.093 4.191 5.032
C -1.854 7.335 -0.005
H 4.291 3.133 3.422
H -5.167 -1.243 -4.986
H -3.964 6.552 3.154
H -2.746 4.817 2.082
H 2.849 0.946 -8.412
H 6.065 2.129 -4.960
H 4.279 1.269 7.342
H -3.904 8.902 2.323
H 5.247 5.081 4.440
H -1.259 7.559 -0.879
H -2.487 9.375 0.297
H -3.881 -1.733 -5.974
H 5.667 3.434 8.151
H 5.892 5.209 6.692
H 2.556 -0.071 -6.214
H 4.819 2.262 -8.949
H 6.419 2.871 -7.255
H -3.921 -0.089 -5.280
```

=====

Density functional theory data (wB97M-V/def2-TZVPD) for C19H18IN6O2RhS2 as an isolated structure.

Its LUMO energy (alpha / beta) is -9.10 / -9.07 eV. Its charge is +2. As for the total energy: -2417.83799 Eh. For the molecular weight, the calculation gives 656.337 g/mol. Its max |F| is 3.32 eV/A.

```
49
C19H18IN6O2RhS2 (wB97M-V/def2-TZVPD)
I 1.826 -2.715 -1.956
Rh 0.418 -1.106 -0.083
S 0.804 2.985 -2.610
S 2.668 0.692 -2.336
O -2.173 3.801 -0.901
O -1.317 0.069 0.853
N 4.529 0.210 3.172
N -0.627 1.692 -0.594
N 3.725 -1.934 3.363
N -0.798 -2.914 -0.702
N 1.656 -1.379 1.689
N 0.401 0.942 -0.950
C 3.609 -0.704 2.865
C -4.467 3.843 1.862
C 2.847 -2.855 3.069
C -2.480 2.143 0.837
C -3.199 1.795 1.982
C -0.556 -4.658 -2.324
C 1.780 -2.597 2.209
C -4.176 2.627 2.495
C -1.992 -3.386 -0.358
C -0.100 -3.557 -1.635
C -3.782 4.211 0.731
C -1.820 -5.127 -1.987
C 1.191 1.451 -1.868
C -1.443 1.212 0.369
C -2.776 3.383 0.191
C 2.519 -0.434 1.989
C 3.229 2.055 -3.426
C -2.531 -4.506 -0.972
C 2.015 2.782 -3.956
H 1.522 2.219 -4.749
H 4.400 1.185 2.969
H -2.516 -2.855 0.424
H 3.879 2.708 -2.839
H 1.041 -3.348 1.965
H 2.383 0.552 1.561
H -3.991 5.140 0.226
H 0.047 -5.125 -3.086
H -4.716 2.342 3.384
H -1.460 3.176 -1.164
H 5.290 -0.053 3.778
H 2.987 -3.826 3.524
H -2.957 0.854 2.455
H -5.232 4.488 2.265
H -2.237 -5.968 -2.518
H -3.493 -4.878 -0.660
H 2.267 3.776 -4.325
H 3.806 1.592 -4.228
```

=====

Density functional theory data (wB97M-V/def2-TZVPD) for C19H18LuNOS as an isolated structure.

Its LUMO energy (alpha / beta) is -3.79 / -3.78 eV. As for the total energy: -2498.42366 Eh. For the molecular weight, the calculation gives 483.393 g/mol. Its max |F| is 4.32 eV/A.

```
41
C19H18LuNOS (wB97M-V/def2-TZVPD)
Lu -0.216 -0.057 0.554
S -1.799 -0.054 2.907
O -0.573 -0.254 -1.379
N 0.502 -0.048 4.570
C 0.097 -0.249 -4.827
C 0.272 2.198 -0.594
C 1.162 2.009 0.516
C 0.393 -2.477 -0.394
C 0.789 -0.898 -5.910
C 0.891 -2.020 1.810
C -0.481 -0.048 3.901
C -0.502 -2.391 1.730
C -0.818 -2.599 0.354
C -0.262 -0.951 -3.688
C 0.047 1.783 -6.217
C 0.385 2.119 1.703
C 1.034 -0.246 -7.111
C -0.210 1.151 -5.009
C 1.447 -2.089 0.492
C -1.056 2.325 -0.089
C 0.645 1.094 -7.284
C -0.987 2.281 1.338
C -1.176 -0.476 -2.628
H -1.919 -1.279 -2.476
H 2.500 -2.030 0.204
H 0.754 2.144 2.725
H 2.237 1.872 0.443
H -1.832 2.453 1.998
H 0.518 -2.786 -1.430
H 1.433 -1.821 2.737
H -1.957 2.516 -0.676
H 1.513 -0.781 -7.935
H -1.175 -2.629 2.564
H -1.672 0.453 -2.933
H 0.842 1.602 -8.229
H 1.110 -1.934 -5.763
H 0.584 2.348 -1.629
H 0.150 -1.943 -3.532
H -0.626 1.704 -4.161
H -1.810 -2.823 -0.047
H -0.233 2.830 -6.350
```

=====

Density functional theory data (wB97M-V/def2-TZVPD) for a single C19H18N2OS molecule.

Its SMILES is C=CCn1nc(Cc2ccc(SC)cc2)c2ccccc2c1=O. Its LUMO energy is 0.12 eV. As for the total energy: -1317.64222 Eh. For the molecular weight, the calculation gives 322.433 g/mol. Its max |F| is 6.45 eV/A.

```
41
C19H18N2OS (wB97M-V/def2-TZVPD)
S -0.326 -4.227 -2.335
O -0.263 4.014 3.211
N 1.434 2.871 0.229
N 0.834 3.745 1.149
C 0.816 -0.013 4.444
C 1.441 1.079 1.821
C 2.401 0.773 -0.618
C 0.653 1.424 4.138
C 1.711 -0.213 2.161
C -0.296 -1.644 -1.810
C 1.329 -0.808 3.373
C -0.983 -4.894 -0.694
C 0.797 1.871 2.818
C 2.366 -1.680 -0.920
C 0.331 -0.393 -1.422
C 0.473 3.272 2.440
C 1.696 -0.448 -0.965
C 0.320 5.014 0.674
C -1.195 4.804 0.399
C 0.439 -2.831 -1.623
C 1.705 1.583 0.440
C -1.934 5.518 -0.433
C 1.764 -2.862 -1.207
H 2.461 -3.703 -1.200
H -1.238 -1.674 -2.279
H -2.082 -4.778 -0.607
H -1.715 3.995 0.902
H -0.361 0.442 -1.693
H 0.822 5.310 -0.245
H 1.243 -1.881 3.501
H 0.572 -0.482 5.364
H -1.613 6.323 -1.118
H 3.401 0.437 -0.330
H 3.399 -1.658 -0.582
H 2.521 1.428 -1.506
H -2.942 5.268 -0.746
H 0.475 5.674 1.364
H 0.318 2.206 4.754
H -0.536 -4.317 0.030
H -0.664 -5.917 -0.632
H 2.123 -0.933 1.450
```